Entry 1:
58
Properties=species:S:1:pos:R:3:forces:R:3 method="wB97M-V/def2-TZVPD" orbital_gap_ev=7.24 homo_ev=-8.385 multiplicity=1 total_energy_ha=-1511.24635 charge=0
S 1.04938 -0.15791 -3.64816 -2.097 0.431 1.655
N -0.91666 4.44000 -4.81948 -1.945 -0.694 2.557
N -0.11488 1.04839 -4.01536 -0.969 -2.915 5.172
N 0.56536 -0.83318 -2.14635 -3.066 3.305 -0.753
N -4.82724 -0.25778 0.80865 1.033 3.926 5.109
C -5.47293 0.70585 3.23965 2.577 0.823 -1.812
C 4.32060 -3.62487 -0.05311 -1.099 0.147 0.064
C -0.61922 -0.77194 2.11493 0.353 -0.779 0.729
C -2.71747 0.64864 -0.28600 2.084 -0.463 -1.656
C 4.43451 -0.92172 0.13297 -0.665 -0.797 0.583
C -0.97981 0.94448 -2.86340 -0.770 0.871 -0.219
C -4.25626 1.65431 3.37446 -1.123 -3.022 -4.202
C -1.11795 -1.37460 0.71043 0.383 0.118 -0.749
C 4.30478 0.24072 1.23621 0.947 0.863 -1.066
C -1.48491 -0.28615 -0.40101 -2.008 2.476 -1.447
C -1.69270 4.15112 -3.79533 0.804 -0.307 -2.432
C -3.36577 1.58913 2.10933 -2.643 -1.395 1.304
C -3.73154 0.63549 0.98161 1.254 0.353 -0.556
C 2.92403 1.06177 1.20891 -0.404 -0.335 0.889
C -2.73126 2.93156 -3.83039 0.435 -0.332 0.843
C -3.08574 1.70102 -1.42849 3.230 -1.385 -2.070
C -5.63989 -0.12879 1.97473 -0.277 0.196 0.816
C -0.62038 -0.11847 -1.72905 0.569 0.606 -1.804
C 0.96754 -0.52110 2.21734 0.449 0.830 0.424
C 3.09603 -4.14823 -0.96833 0.788 -0.382 -0.480
C 3.87545 -2.29594 0.76156 0.995 -0.753 0.153
C -2.24538 1.86001 -2.73465 -1.503 -1.502 3.755
C 1.60828 0.18718 0.92358 -1.073 0.414 0.204
H 2.06010 -3.92293 -0.50215 1.789 -0.338 -0.846
H 3.21435 -5.28723 -1.10863 -0.384 1.722 0.207
H 2.80648 1.53392 2.26393 0.080 -0.669 -1.718
H 1.71826 -0.60675 0.10953 0.143 1.314 0.988
H 4.33696 -2.38715 1.81971 -0.848 0.239 -1.566
H 3.19642 -3.69702 -2.02752 -0.527 -0.552 1.733
H -6.23993 0.63469 4.08469 1.201 0.012 -1.555
H -2.80304 2.43270 -4.87307 0.453 0.949 1.667
H -6.59564 -0.78251 1.94061 1.780 1.165 0.104
H -2.00728 -2.09650 0.83458 1.227 1.342 -0.076
H 1.11971 0.21488 3.10320 -0.244 -1.242 -1.320
H -4.06678 2.32092 4.27661 -0.248 -1.074 -1.482
H 0.80466 0.92944 0.53154 1.268 -1.184 0.592
H -1.59777 4.77446 -2.84186 -0.234 -0.989 -1.337
H 2.73579 -2.34351 0.86292 1.682 0.360 -0.090
H 1.57192 -1.46295 2.49995 -1.138 1.289 -0.546
H -2.42331 2.23167 2.04324 -1.556 -1.147 -0.117
H 3.86477 -0.70731 -0.84538 0.846 -0.031 1.504
H -0.88785 -1.56498 2.91932 0.390 1.331 -1.256
H 4.57469 -4.47503 0.67558 -0.203 1.390 -0.982
H 5.22772 -3.39773 -0.71057 -1.178 -0.421 0.959
H -3.79963 3.30191 -3.57694 1.824 -0.660 -0.153
H 4.58575 -0.17908 2.27560 -0.782 0.580 -1.628
H -4.01852 2.36144 -1.30793 1.611 -1.237 -0.110
H 2.91666 1.95339 0.48029 0.386 -1.570 0.894
H 5.53075 -1.09827 -0.13997 -1.445 0.322 0.435
H -1.14061 0.19075 2.44219 0.534 -1.388 -0.836
H -1.10052 3.78355 -5.59776 0.037 0.285 0.504
H 5.14214 1.00928 0.99439 -1.332 -1.161 0.504
H -0.25222 -2.02305 0.29867 -1.394 1.063 0.514


Entry 2:
20
Properties=species:S:1:pos:R:3:forces:R:3 method="wB97M-V/def2-TZVPD" orbital_gap_ev=7.41 homo_ev=-7.846 multiplicity=1 total_energy_ha=-1252.23531 e_above_lowest_ev=10.519 charge=0
S 1.85306 -1.83467 -2.39522 0.426 -0.385 0.017
S -0.63839 0.07095 -1.49058 -1.613 0.597 -1.015
O -1.06445 -1.23096 2.58851 0.405 -0.190 -0.209
N -0.84135 -0.24682 0.14792 -3.794 -4.476 -3.843
N 0.37350 1.37333 1.01650 6.374 4.497 3.972
C -1.11078 0.62922 1.03821 -0.717 4.479 2.963
C -1.28855 2.03870 0.79594 -3.981 1.106 -0.435
C 0.75834 0.34680 0.64071 -0.184 -4.904 -1.916
C -1.43859 3.21731 0.60416 -0.715 0.604 -0.149
C 1.25936 -0.93882 0.14625 3.913 -1.287 -0.099
C -1.25584 0.14484 2.46800 -0.731 0.321 0.575
C 1.97485 -0.79472 -1.17757 0.222 -0.056 0.138
H 1.97083 -1.33648 0.88143 0.272 -0.001 -0.095
H -0.87775 -1.56332 1.69285 -0.349 -0.034 0.147
H -0.52986 0.69666 3.08673 -0.280 -0.137 -0.201
H 0.43982 -1.65778 0.06076 0.924 0.161 0.131
H -2.25028 0.43487 2.81857 -0.131 -0.112 -0.060
H -1.57877 4.26265 0.44731 0.056 -0.156 -0.009
H 2.62748 0.07831 -1.25135 -0.071 -0.034 0.005
H -0.83842 1.40666 -1.51674 -0.026 0.004 0.083


Entry 3:
85
Properties=species:S:1:pos:R:3:forces:R:3 method="wB97M-V/def2-TZVPD" orbital_gap_ev=9.16 homo_ev=-6.526 multiplicity=1 total_energy_ha=-2148.42183 e_above_lowest_ev=0.000 charge=-1
Cl -0.46043 1.10788 0.38095 -0.284 0.239 1.442
O -1.07261 0.65760 -0.84398 0.318 0.192 -0.283
O -2.30323 1.67146 4.28138 -0.058 -0.088 -0.206
O -0.80522 0.14717 1.42548 0.174 -0.026 -0.146
O -0.96618 2.39919 0.78601 -0.197 -0.129 -0.452
O 4.93722 -0.92130 2.93983 0.175 -0.042 0.006
O 0.04120 3.09507 -4.42524 0.132 0.091 0.087
O 1.76369 -2.17332 -2.33629 0.097 -0.124 0.038
O 0.97677 1.20799 0.26949 -0.010 -0.447 -0.426
O -4.89676 -1.93365 2.62652 -0.114 -0.093 -0.156
O -3.71412 0.28980 -2.41847 -0.071 -0.101 -0.211
N -3.93425 -0.46857 0.41052 -0.273 -0.476 0.516
N 1.19414 4.04747 -1.05585 0.199 -0.277 0.186
N 4.11824 -1.41872 -3.71608 -0.473 0.124 0.131
N 3.13377 -2.70953 1.59498 0.102 -0.155 0.042
C 2.94084 -0.50834 -3.55868 1.055 -0.468 -0.121
C 2.62648 3.49475 -2.96159 -0.075 0.344 -0.306
C 4.04262 -0.49666 1.92731 0.004 0.479 -0.018
C 2.12284 -0.80614 -2.31596 -0.252 0.075 -0.319
C 2.79851 -1.33039 1.98196 -0.616 -0.635 0.004
C -2.65690 -2.43870 -0.30085 0.391 -0.120 -0.092
C -3.85513 -1.94080 0.48261 0.262 -0.005 -0.019
C -5.03232 -2.50930 3.89818 -0.001 -0.292 -0.140
C -3.75613 -2.40419 1.92897 0.205 0.127 0.119
C 6.00929 -0.02445 3.08967 0.174 -0.297 0.193
C -4.60949 1.82157 4.83461 -0.084 -0.006 -0.014
C 0.76562 -2.46057 -1.39479 -0.716 -0.025 0.239
C -3.60755 1.43104 3.76581 -0.002 -0.230 0.244
C 2.09282 -0.56250 -4.81465 -0.022 0.349 0.012
C 1.23865 3.91511 -2.50500 -0.225 0.189 -0.240
C 2.10670 -1.26095 3.34221 0.538 0.235 0.398
C 0.15668 2.98170 -3.01825 0.024 -0.278 0.075
C -0.98219 2.27972 -4.92694 -0.098 -0.327 0.034
H -1.68718 1.47829 3.56372 0.143 0.014 0.005
H -4.16885 -2.26770 4.52835 -0.157 0.095 0.176
H 2.29541 -3.27627 1.52993 -0.061 0.109 -0.027
H 6.75360 -0.48529 3.74310 -0.125 -0.038 0.018
H 1.03800 4.88763 -2.97578 -0.009 0.024 0.213
H -2.53908 -3.52487 -0.23633 -0.138 0.034 0.025
H -5.97191 -2.15125 4.31321 0.144 0.186 0.208
H -2.75387 0.23170 -2.40028 0.060 0.151 0.070
H -2.70877 -2.16870 -1.35560 -0.170 0.054 0.024
H -0.86381 1.23394 -4.60214 0.067 0.085 -0.053
H 5.67263 0.90521 3.56176 0.046 0.123 -0.204
H -3.73571 0.36283 3.54546 0.023 0.063 -0.144
H -0.92038 2.31579 -6.01346 -0.132 0.024 -0.014
H 1.11400 -1.70495 3.31622 -0.060 0.049 -0.063
H -0.00380 -1.67775 -1.38493 0.087 -0.030 -0.023
H -2.83891 -1.97935 2.37104 -0.074 -0.051 0.033
H -4.55289 -0.24307 1.18811 -0.097 0.488 -0.277
H -4.35674 2.79539 5.25498 -0.024 0.037 -0.060
H -3.69694 -3.49800 2.02223 -0.045 0.006 -0.186
H -1.97313 2.60076 -4.58176 0.036 0.089 -0.079
H -1.73903 -1.98876 0.09260 -0.118 0.018 0.050
H 3.33818 4.27327 -2.68291 0.096 -0.123 0.074
H -0.79661 3.22650 -2.52869 -0.020 -0.009 -0.089
H -3.02721 -0.08718 0.67932 0.056 -0.048 -0.090
H -3.95545 0.13756 -1.48737 -0.001 0.001 0.132
H 0.25427 4.22863 -0.71590 -0.027 0.134 -0.189
H -5.62373 1.86134 4.43155 0.044 0.015 -0.046
H 3.78831 -2.32369 -4.03841 -0.112 0.029 0.014
H 0.39632 1.93955 -2.74842 -0.058 0.083 0.020
H 3.77811 0.56005 2.08073 0.014 -0.055 0.003
H 1.37191 0.25974 -4.82248 -0.030 -0.080 0.069
H 2.71719 -1.78338 4.08666 -0.090 -0.118 -0.091
H 1.13101 -2.56368 -0.36491 0.270 0.096 -0.124
H 2.04545 -0.23290 3.71045 -0.279 0.015 -0.186
H 1.20093 -0.20922 -2.35969 0.134 0.139 0.268
H 2.10529 -0.94965 1.22945 0.085 0.157 -0.065
H 0.27120 -3.39523 -1.66743 0.172 -0.042 -0.094
H -4.61034 1.09216 5.64684 0.089 0.035 0.018
H 4.49046 -1.61207 -2.79005 0.091 0.069 -0.029
H 2.95027 2.54035 -2.54445 -0.108 -0.017 0.145
H 6.50107 0.17137 2.13005 -0.094 0.187 -0.013
H -3.75966 1.98651 2.83562 -0.046 0.089 0.043
H 3.68631 -3.13111 2.33665 0.077 0.069 -0.070
H 4.51252 -0.59019 0.93996 0.035 -0.028 0.035
H 2.62385 3.41671 -4.05186 0.071 -0.107 0.052
H -4.78593 -2.34821 0.07557 0.028 0.036 -0.084
H -5.10815 -3.60669 3.83443 0.089 0.086 -0.056
H 1.54586 -1.50475 -4.85536 0.032 -0.043 -0.116
H 3.39260 0.48077 -3.45519 -0.302 0.151 0.043
H 1.39863 3.13056 -0.66082 0.135 0.130 0.108
H 2.67111 -0.55371 -1.39993 -0.032 -0.021 0.034
H 2.72004 -0.43841 -5.69768 0.007 -0.165 -0.025